Below is a cluster of 2 separate species, C22H17F5O in total in a non-equilibrium geometry, with properties calculated with the ωB97M-V functional and the def2-TZVPD basis.

CARTESIAN COORDINATES (ANGSTROEM)
C  5.12  0.56  3.01
C  3.75  0.01  3.04
C  2.66  0.86  3.22
F  2.92  2.19  3.42
C  1.34  0.43  3.22
C  1.06  -0.94  2.97
C  -0.22  -1.53  2.85
C  -1.50  -0.94  2.91
C  -1.78  0.46  2.77
C  -3.09  0.88  2.84
F  -3.36  2.23  2.73
C  -4.18  0.03  2.99
C  -5.55  0.58  3.03
C  -3.91  -1.34  3.11
C  -2.62  -1.81  3.07
C  2.19  -1.82  2.84
C  3.48  -1.36  2.87
H  5.84  -0.26  3.02
H  5.30  1.15  2.10
H  5.33  1.21  3.87
H  0.55  1.14  3.44
H  -0.22  -2.62  2.82
H  -0.99  1.17  2.57
H  -6.27  -0.24  3.07
H  -5.72  1.21  3.91
H  -5.78  1.18  2.15
H  -4.75  -2.03  3.22
H  -2.42  -2.88  3.16
H  1.98  -2.88  2.70
H  4.32  -2.04  2.77
F  -0.70  -1.66  -4.86
C  -0.39  -1.60  -3.52
F  0.93  -1.95  -3.41
F  -0.51  -0.29  -3.14
C  -1.26  -2.49  -2.70
C  -1.02  -2.56  -1.23
O  -0.14  -1.93  -0.62
C  -1.95  -3.43  -0.54
C  -2.95  -4.13  -1.19
C  -3.13  -4.02  -2.57
C  -2.28  -3.19  -3.31
H  -1.81  -3.51  0.54
H  -3.61  -4.77  -0.61
H  -3.92  -4.57  -3.09
H  -2.42  -3.11  -4.39

Results
* E: -38722.250 eV
* HOMO: -6.0 eV
* maximum force: 0.0334 Eh/bohr

Below is a structure of composition C22H17F6N5O11STc, with properties calculated with the ωB97M-V functional and the def2-TZVPD basis.

CARTESIAN COORDINATES (ANGSTROEM)
Tc  -1.03  0.10  0.67
O  -2.76  -3.10  2.62
C  -2.39  -1.99  2.08
O  -1.53  -1.89  1.20
C  -3.08  -0.76  2.60
C  -4.07  -0.67  3.55
C  -4.51  0.60  3.91
C  -3.93  1.73  3.33
C  -2.94  1.55  2.39
N  -2.56  0.33  2.04
C  -2.11  2.57  1.64
O  -2.23  3.84  1.82
O  -1.28  2.17  0.81
H  -2.25  -3.86  2.28
H  -4.48  -1.56  4.00
H  -5.29  0.72  4.65
H  -4.26  2.72  3.63
H  -2.87  4.10  2.50
C  -1.23  2.04  -3.07
N  -1.27  0.58  -3.28
C  -0.70  -0.08  -4.36
C  -0.94  -1.40  -4.19
N  -1.66  -1.51  -3.02
C  -1.85  -0.30  -2.47
S  -2.75  0.05  -1.03
H  -0.47  2.45  -3.72
H  -0.97  2.24  -2.03
H  -2.20  2.48  -3.30
H  -0.18  0.44  -5.14
H  -0.66  -2.25  -4.78
H  -2.00  -2.36  -2.61
C  2.16  1.13  3.06
C  0.95  0.23  3.22
O  0.29  0.04  2.00
C  -0.04  0.87  4.20
F  -1.16  0.14  4.38
F  -0.47  2.06  3.69
F  0.48  1.11  5.39
C  1.36  -1.18  3.68
F  2.18  -1.72  2.78
F  1.97  -1.15  4.86
F  0.30  -2.00  3.79
H  1.85  2.12  2.75
H  2.81  0.72  2.30
H  2.70  1.20  4.00
O  1.70  1.43  -0.26
C  1.42  0.45  -0.89
O  0.23  -0.18  -0.79
C  2.29  -0.16  -1.93
C  1.94  -1.37  -2.52
C  2.75  -1.89  -3.50
C  3.91  -1.26  -3.92
C  4.21  -0.06  -3.32
C  3.43  0.51  -2.33
N  5.43  0.66  -3.76
O  6.08  0.15  -4.64
O  5.68  1.71  -3.21
N  2.34  -3.15  -4.15
O  1.20  -3.53  -3.93
O  3.16  -3.73  -4.81
H  1.05  -1.91  -2.22
H  4.54  -1.68  -4.69
H  3.71  1.46  -1.89

Results
* total charge: +2
* E: -82384.759 eV
* HOMO (spin up / spin down): -15.1 / -15.0 eV
* energy above the lowest of the compared OMol25 structures with the same formula, charge and spin: 13.4 kJ/mol
* 2S+1: 4
* maximum force: 0.0167 Eh/bohr

Below is the molecule C22H17N3O4 in a non-equilibrium geometry, with properties calculated with the ωB97M-V functional and the def2-TZVPD basis.

CARTESIAN COORDINATES (ANGSTROEM)
C  -3.22  -1.52  1.92
N  -2.26  -0.51  1.54
N  -1.02  -0.75  1.86
C  -0.06  0.09  1.58
C  1.27  -0.48  1.92
O  1.41  -1.53  2.48
O  2.30  0.26  1.48
C  3.59  -0.33  1.52
C  4.36  -0.09  0.23
O  5.56  0.06  0.25
N  3.67  -0.02  -0.94
C  2.30  -0.25  -1.21
C  1.61  0.72  -1.95
C  0.28  0.56  -2.23
C  -0.42  -0.58  -1.79
C  -1.79  -0.77  -2.03
C  -2.44  -1.89  -1.59
C  -1.73  -2.88  -0.88
C  -0.40  -2.73  -0.62
C  0.29  -1.58  -1.07
C  1.66  -1.39  -0.80
C  -0.33  1.35  0.93
C  0.60  2.36  0.68
C  0.24  3.51  0.02
C  -1.07  3.69  -0.42
C  -2.02  2.73  -0.17
C  -1.66  1.56  0.51
C  -2.70  0.58  0.80
O  -3.87  0.66  0.47
H  -3.79  -1.83  1.05
H  -3.91  -1.11  2.66
H  -2.67  -2.36  2.35
H  3.49  -1.41  1.72
H  4.17  0.12  2.33
H  4.22  0.31  -1.71
H  2.13  1.60  -2.29
H  -0.26  1.31  -2.79
H  -2.33  0.00  -2.57
H  -3.49  -2.02  -1.78
H  -2.26  -3.76  -0.54
H  0.14  -3.47  -0.06
H  2.20  -2.16  -0.27
H  1.62  2.24  1.02
H  0.97  4.28  -0.16
H  -1.34  4.60  -0.95
H  -3.05  2.84  -0.48

Results
* SMILES: Cn1nc(C(=O)OCC(=O)Nc2ccc3ccccc3c2)c2ccccc2c1=O
* E: -35751.339 eV
* HOMO: -8.5 eV
* energy above the lowest of the compared OMol25 structures with the same formula, charge and spin: 0.0 kJ/mol
* maximum force: 0.0216 Eh/bohr

Below is the molecule C22H17N3O6 in a non-equilibrium geometry, with properties calculated with the ωB97M-V functional and the def2-TZVPD basis.

CARTESIAN COORDINATES (ANGSTROEM)
O  -7.29  -2.84  -0.98
C  -6.13  -2.58  -1.21
O  -5.49  -3.09  -2.27
C  -5.29  -1.69  -0.38
C  -3.96  -1.42  -0.71
C  -3.22  -0.58  0.10
C  -3.78  0.00  1.23
C  -2.95  0.91  2.10
N  -2.21  1.88  1.32
C  -0.87  1.83  1.17
O  -0.21  0.95  1.72
C  -0.27  2.86  0.29
C  -0.91  4.09  0.08
C  -0.38  5.04  -0.77
C  0.80  4.77  -1.44
C  1.48  3.59  -1.23
C  0.97  2.63  -0.35
N  1.64  1.45  -0.07
C  2.72  0.92  -0.69
O  3.30  1.41  -1.64
C  3.18  -0.39  -0.10
C  2.35  -1.25  0.62
C  2.84  -2.45  1.11
C  4.16  -2.81  0.89
C  4.98  -1.95  0.17
N  6.36  -2.32  -0.07
O  6.71  -3.41  0.31
O  7.07  -1.51  -0.62
C  4.50  -0.75  -0.33
C  -5.10  -0.27  1.55
C  -5.86  -1.11  0.75
H  -6.08  -3.67  -2.77
H  -3.53  -1.87  -1.58
H  -2.19  -0.38  -0.15
H  -2.19  0.32  2.64
H  -3.58  1.43  2.82
H  -2.75  2.53  0.76
H  -1.82  4.32  0.62
H  -0.89  5.98  -0.91
H  1.22  5.51  -2.11
H  2.41  3.39  -1.73
H  1.23  0.96  0.73
H  1.31  -1.01  0.80
H  2.19  -3.11  1.66
H  4.56  -3.74  1.26
H  5.14  -0.10  -0.91
H  -5.54  0.18  2.43
H  -6.89  -1.33  0.99

Results
* SMILES: O=C(O)c1ccc(CNC(=O)c2ccccc2NC(=O)c2cccc([N+](=O)[O-])c2)cc1
* E: -39844.797 eV
* HOMO: -8.9 eV
* energy above the lowest of the compared OMol25 structures with the same formula, charge and spin: 0.0 kJ/mol
* maximum force: 0.0257 Eh/bohr

Below is a structure of composition C22H18BrF7I2O9S2 in a non-equilibrium geometry, with properties calculated with the ωB97M-V functional and the def2-TZVPD basis.

CARTESIAN COORDINATES (ANGSTROEM)
C  1.63  -1.67  -2.65
C  1.19  -2.25  -1.33
I  2.01  -4.14  -0.78
C  0.35  -1.61  -0.52
I  -0.25  -2.44  1.35
C  -0.20  -0.27  -0.88
C  -1.31  -0.19  -1.68
C  -1.85  1.01  -2.06
Br  -3.39  1.00  -3.19
C  -1.27  2.21  -1.63
C  -1.90  3.52  -2.05
C  -2.83  4.04  -0.94
O  -3.01  5.45  -1.17
C  -3.49  6.12  -0.10
O  -3.56  7.33  -0.15
C  -0.14  2.13  -0.85
C  0.39  0.90  -0.46
C  1.62  0.93  0.43
O  1.84  0.14  1.31
C  2.55  2.10  0.13
C  2.08  3.26  -0.27
S  3.17  4.64  -0.63
O  2.34  5.77  -0.89
O  4.03  4.92  0.47
C  4.14  4.38  -2.22
F  3.37  4.85  -3.20
F  5.22  5.15  -2.19
C  4.52  2.93  -2.62
F  5.06  3.02  -3.85
F  3.44  2.15  -2.77
C  5.59  2.22  -1.71
F  6.78  2.35  -2.32
F  5.73  2.78  -0.52
F  5.37  0.92  -1.64
C  0.56  3.40  -0.38
O  -0.05  4.40  -0.09
H  0.95  -0.90  -3.02
H  1.82  -2.45  -3.39
H  2.61  -1.20  -2.48
H  -1.79  -1.10  -2.05
H  -1.10  4.26  -2.15
H  -2.47  3.44  -2.97
H  -3.82  3.57  -0.98
H  -2.38  3.85  0.04
H  -3.81  5.60  0.81
H  3.61  1.89  0.28
O  -1.42  -5.29  3.09
S  -1.91  -6.62  3.24
O  -2.58  -7.29  2.17
O  -2.81  -6.70  4.55
C  -3.91  -5.77  4.67
C  -5.09  -6.16  3.80
C  -0.60  -7.66  3.81
H  -3.57  -4.76  4.44
H  -4.21  -5.79  5.72
H  -4.85  -6.08  2.74
H  -5.94  -5.51  4.00
H  -5.38  -7.20  3.99
H  -0.11  -7.17  4.65
H  0.09  -7.79  2.99
H  -1.02  -8.62  4.11

Results
* E: -168466.317 eV
* HOMO: -9.1 eV
* energy above the lowest of the compared OMol25 structures with the same formula, charge and spin: 0.0 kJ/mol
* maximum force: 0.0813 Eh/bohr

Below is the ion C22H18Cl2N with charge +1 in a non-equilibrium geometry, with properties calculated with the ωB97M-V functional and the def2-TZVPD basis.

CARTESIAN COORDINATES (ANGSTROEM)
C  -1.18  3.23  1.04
C  -1.26  2.05  0.16
N  -1.71  2.09  -1.08
C  -1.85  0.80  -1.65
C  -2.45  0.44  -2.85
C  -2.70  -0.93  -3.06
C  -2.28  -1.88  -2.11
C  -1.63  -1.49  -0.93
C  -1.45  -0.13  -0.70
C  -1.02  0.60  0.56
C  0.38  0.35  1.01
C  1.42  0.74  -0.07
C  1.84  2.07  -0.12
C  2.82  2.49  -1.01
C  3.46  1.53  -1.81
Cl  4.76  2.00  -2.82
C  3.03  0.20  -1.79
C  1.94  -0.17  -0.99
C  0.48  -1.05  1.67
C  -0.43  -1.30  2.72
C  -0.50  -2.55  3.34
C  0.32  -3.59  2.89
Cl  0.16  -5.15  3.57
C  1.25  -3.35  1.88
C  1.39  -2.06  1.35
H  -0.98  2.89  2.06
H  -0.36  3.90  0.72
H  -2.11  3.81  1.02
H  -1.88  2.95  -1.59
H  -2.72  1.20  -3.57
H  -3.21  -1.26  -3.95
H  -2.47  -2.94  -2.29
H  -1.27  -2.22  -0.19
H  -1.74  0.37  1.36
H  0.58  1.04  1.86
H  1.40  2.81  0.55
H  3.12  3.53  -1.08
H  3.54  -0.55  -2.41
H  1.51  -1.17  -1.08
H  -1.08  -0.50  3.07
H  -1.22  -2.73  4.13
H  1.87  -4.17  1.51
H  2.22  -1.87  0.67

Results
* total charge: +1
* SMILES: CC1=[NH+]c2ccccc2[C@H]1C(c1ccc(Cl)cc1)c1ccc(Cl)cc1
* E: -49635.266 eV
* HOMO: -11.6 eV
* maximum force: 0.0394 Eh/bohr

Below is the ion C22H18Cl2O5P with charge -1 in a non-equilibrium geometry, with properties calculated with the ωB97M-V functional and the def2-TZVPD basis.

CARTESIAN COORDINATES (ANGSTROEM)
C  1.89  4.65  2.29
C  1.72  3.92  0.97
O  0.84  2.76  1.27
C  0.54  2.01  0.20
O  0.93  2.29  -0.91
C  -0.29  0.69  0.47
C  -1.70  0.88  1.00
C  -2.79  1.66  0.20
O  -2.55  2.82  -0.04
C  -4.20  1.10  0.10
Cl  -5.35  2.11  -0.68
C  -4.58  -0.07  0.65
C  -3.64  -0.91  1.41
O  -3.92  -2.09  1.72
C  -2.33  -0.27  1.70
Cl  -1.47  -0.93  3.03
P  -0.26  -0.40  -0.97
O  -1.49  -0.22  -1.81
C  1.30  -0.37  -1.86
C  2.57  -0.16  -1.30
C  3.70  -0.33  -2.11
C  3.57  -0.70  -3.45
C  2.30  -0.92  -3.99
C  1.17  -0.75  -3.20
C  -0.20  -2.03  -0.09
C  0.93  -2.49  0.61
C  0.85  -3.72  1.27
C  -0.34  -4.44  1.27
C  -1.45  -3.97  0.58
C  -1.37  -2.79  -0.15
H  2.54  5.53  2.23
H  0.92  4.99  2.64
H  2.36  3.99  3.03
H  1.22  4.55  0.21
H  2.69  3.59  0.57
H  0.22  0.18  1.31
H  -1.53  1.60  1.85
H  -5.60  -0.43  0.57
H  2.71  0.11  -0.25
H  4.70  -0.16  -1.69
H  4.46  -0.81  -4.07
H  2.19  -1.22  -5.03
H  0.17  -0.94  -3.59
H  1.86  -1.91  0.61
H  1.72  -4.10  1.79
H  -0.41  -5.37  1.81
H  -2.39  -4.50  0.59
H  -2.19  -2.44  -0.78

Results
* total charge: -1
* SMILES: CCOC(=O)[C@@H]([C@H]1C(=O)C(Cl)=CC([O-])=C1Cl)P(=O)(c1ccccc1)c1ccccc1
* E: -67678.711 eV
* HOMO: -3.0 eV
* energy above the lowest of the compared OMol25 structures with the same formula, charge and spin: 27.6 kJ/mol
* maximum force: 0.0781 Eh/bohr

Below is the molecule C22H18F2N2O4S in a non-equilibrium geometry, with properties calculated with the ωB97M-V functional and the def2-TZVPD basis.

CARTESIAN COORDINATES (ANGSTROEM)
C  7.09  -3.85  2.35
C  5.69  -4.40  2.15
O  4.86  -3.36  1.63
C  3.60  -3.69  1.37
O  3.15  -4.80  1.55
C  2.81  -2.55  0.83
C  3.37  -1.29  0.64
C  2.60  -0.27  0.13
C  1.26  -0.49  -0.21
N  0.53  0.58  -0.71
C  -0.53  0.60  -1.54
N  -1.25  1.65  -1.74
S  -1.02  3.06  -0.94
O  0.36  3.23  -0.54
O  -1.63  4.12  -1.67
C  -1.95  2.82  0.59
C  -1.37  3.21  1.79
C  -2.07  3.09  2.98
C  -3.36  2.58  2.94
F  -4.04  2.45  4.09
C  -3.96  2.18  1.76
C  -3.24  2.32  0.59
F  -3.81  1.92  -0.56
C  -0.89  -0.59  -2.33
C  0.09  -1.36  -2.95
C  -0.27  -2.45  -3.72
C  -1.60  -2.77  -3.89
C  -2.58  -2.00  -3.29
C  -2.23  -0.91  -2.52
C  0.69  -1.74  0.01
C  1.47  -2.76  0.52
H  7.07  -3.02  3.05
H  7.74  -4.63  2.75
H  7.49  -3.50  1.40
H  5.69  -5.24  1.45
H  5.26  -4.75  3.10
H  4.40  -1.13  0.89
H  3.02  0.71  -0.03
H  0.83  1.53  -0.44
H  -0.37  3.60  1.76
H  -1.63  3.38  3.92
H  -4.97  1.79  1.76
H  1.14  -1.10  -2.83
H  0.50  -3.04  -4.20
H  -1.88  -3.62  -4.50
H  -3.63  -2.24  -3.44
H  -2.98  -0.28  -2.07
H  -0.35  -1.91  -0.21
H  1.04  -3.74  0.70

Results
* SMILES: CCOC(=O)c1ccc(N/C(=N\S(=O)(=O)c2ccc(F)cc2F)c2ccccc2)cc1
* E: -50546.793 eV
* HOMO: -9.0 eV
* maximum force: 0.0260 Eh/bohr

Below is a cluster of 2 separate species, C22H18F3N3O7 in total in a non-equilibrium geometry, with properties calculated with the ωB97M-V functional and the def2-TZVPD basis.

CARTESIAN COORDINATES (ANGSTROEM)
C  1.93  -3.08  -1.50
C  3.01  -2.68  -0.47
N  4.24  -2.82  -0.73
C  2.48  -2.15  0.87
C  1.82  -0.78  0.79
C  2.58  0.37  0.59
F  3.92  0.15  0.43
C  2.07  1.69  0.50
C  0.70  1.87  0.67
N  0.00  3.14  0.63
C  0.86  4.27  0.91
O  0.71  4.89  1.90
F  1.81  4.66  0.01
C  -0.74  3.29  -0.57
O  -0.66  2.59  -1.53
F  -1.65  4.30  -0.62
C  -0.09  0.70  0.87
C  0.42  -0.63  0.91
C  -0.68  -1.63  1.08
O  -0.57  -2.82  1.31
N  -1.89  -0.87  0.90
C  -2.50  -0.88  -0.44
O  -2.31  -2.12  -1.13
C  -2.41  -1.87  -2.48
C  -3.50  -1.14  -3.00
C  -3.63  -0.83  -4.35
C  -2.65  -1.25  -5.26
C  -1.57  -1.99  -4.75
C  -1.44  -2.30  -3.39
C  -1.58  0.53  1.08
O  -2.38  1.38  1.38
H  1.59  -4.09  -1.20
H  2.32  -3.04  -2.53
H  1.09  -2.38  -1.33
H  4.79  -2.52  0.08
H  1.81  -2.88  1.35
H  3.35  -2.05  1.55
H  2.73  2.54  0.30
H  -2.04  -0.06  -1.03
H  -3.56  -0.60  -0.32
H  -4.28  -0.76  -2.33
H  -4.49  -0.22  -4.68
H  -2.71  -1.01  -6.32
H  -0.81  -2.29  -5.49
H  -0.58  -2.87  -3.02
O  1.25  1.46  3.60
C  0.27  1.97  4.36
C  0.86  2.60  5.73
O  -0.12  3.09  6.50
H  -0.52  1.25  4.69
H  -0.34  2.78  3.91
H  1.64  3.32  5.39
H  1.48  1.78  6.18

Results
* total charge: -2
* E: -50056.145 eV
* HOMO: 1.3 eV
* maximum force: 0.0545 Eh/bohr

Question: What is the E in the fifth record?
Answer: -168466.317 eV